Computed, not measured: C26H30N7O10S2Sn as an isolated structure, with the ωB97M-V functional and the def2-TZVPD basis.

The value obtained for the orbital gap is 7.341 eV. The value obtained for the energy above the lowest of the compared OMol25 structures with the same formula, charge and spin is 52.5 kJ/mol. Its total charge is -1. The value obtained for the max |F| is 0.602 eV Å⁻¹.

Geometry as XYZ:
```
76
Properties=species:S:1:pos:R:3:forces:R:3:mulliken_charge:R:1
Sn -0.391038 -0.123844 -0.164350 0.10 -0.26 -0.21 2.4905
C 1.710963 3.966348 3.809827 -0.03 0.03 0.00 -1.0147
N 1.794265 3.206912 2.584707 0.02 0.04 0.10 0.2023
C 2.996795 3.405067 1.801937 0.07 -0.04 -0.07 -1.0973
C 0.787879 2.472831 2.047737 0.01 -0.09 0.08 0.7429
O 0.910117 1.967050 0.946088 -0.23 0.00 -0.08 -0.2886
C -0.494452 2.338186 2.877275 0.33 0.23 0.06 -1.4348
O -1.395637 1.460381 2.278729 -0.14 -0.20 -0.13 -0.3580
C -1.800308 0.396969 3.106485 -0.13 -0.03 -0.06 -1.1126
C -0.607937 -0.478413 3.491346 0.29 0.26 0.02 0.9626
O 0.501730 -0.217250 3.042000 -0.19 -0.14 0.05 -0.6522
N -0.829124 -1.451983 4.404667 0.11 -0.14 -0.09 0.0497
C 0.277910 -2.335361 4.736871 0.06 0.13 0.03 -0.9982
C -2.148514 -2.034918 4.555393 -0.19 -0.07 0.01 -0.8313
H 2.666075 3.900816 4.334337 -0.02 -0.01 0.01 0.3353
H 0.941452 3.583709 4.472197 -0.03 -0.02 0.00 0.3653
H 1.505213 5.024005 3.612200 0.00 0.02 0.02 0.2939
H 3.873288 3.243429 2.430394 0.02 0.01 0.01 0.3566
H 3.035028 4.420242 1.395905 0.02 0.02 -0.02 0.3433
H 3.004066 2.690173 0.984085 0.05 0.04 0.03 0.2438
H -0.958554 3.330328 2.948850 0.01 0.02 0.04 0.4546
H -0.232987 1.996811 3.884066 0.02 0.16 -0.07 0.5335
H -2.506801 -0.190426 2.520653 -0.03 0.00 0.07 0.6290
H -2.299162 0.771509 4.013854 0.05 -0.04 -0.09 0.3879
H 1.210828 -1.787752 4.630305 -0.03 -0.04 0.00 0.3021
H 0.299178 -3.195973 4.069584 0.01 -0.12 -0.06 0.2963
H 0.159662 -2.668841 5.770819 0.01 -0.02 -0.08 0.3547
H -2.378546 -2.691067 3.712210 -0.04 -0.05 0.03 0.2034
H -2.912726 -1.263400 4.625058 -0.01 -0.01 0.02 0.3030
H -2.164828 -2.615279 5.478970 -0.03 0.04 -0.03 0.3242
O -1.455974 -3.992545 1.609103 0.12 -0.05 0.09 -0.7592
S -1.491220 -2.961979 0.597615 -0.38 -0.27 0.38 1.4717
O -0.162939 -2.546376 0.125101 0.11 0.32 0.02 -0.7798
O -2.278172 -1.787979 0.982187 0.19 -0.05 0.04 -0.6534
C -2.335254 -3.716574 -0.803026 0.07 -0.06 0.22 -0.5059
C -2.574062 -5.079693 -0.688045 -0.04 -0.01 0.04 -0.5216
C -3.231239 -5.780742 -1.689001 0.02 0.05 0.04 -0.5834
C -3.661735 -5.111752 -2.819262 0.01 0.08 0.00 -0.5341
C -3.415812 -3.751484 -2.945026 -0.06 0.00 0.01 -0.5399
C -2.755128 -3.045013 -1.949303 0.14 0.16 -0.28 -0.2952
S -2.372170 -1.325017 -2.336628 -0.46 0.22 -0.17 1.4690
O -2.862447 -1.112717 -3.677303 0.05 -0.10 -0.11 -0.7301
O -0.896702 -1.269513 -2.244535 0.20 0.16 0.18 -0.6104
O -2.985799 -0.472954 -1.330484 0.11 -0.06 -0.10 -0.6694
H -2.234716 -5.575669 0.207825 0.00 -0.05 0.04 0.5388
H -3.403442 -6.843726 -1.578965 0.01 -0.01 0.01 0.3802
H -4.172781 -5.643178 -3.611984 -0.02 0.01 -0.01 0.3762
H -3.720476 -3.207441 -3.825775 -0.01 0.00 -0.06 0.5444
C -2.766196 2.703927 -2.957634 -0.02 -0.05 0.03 -1.1822
C -1.511981 2.862514 -2.141650 -0.10 0.17 0.24 0.6605
O -1.432379 2.484406 -0.982874 0.00 -0.02 -0.20 -0.5954
N -0.492771 3.544985 -2.747438 -0.20 0.10 -0.12 -0.1269
C 0.856117 3.394997 -2.252071 0.11 0.09 0.12 -0.0960
C 1.547697 2.305552 -3.027439 0.24 0.04 -0.08 0.5915
C 2.778107 2.501383 -3.637778 0.01 -0.02 0.05 -0.9072
C 3.313771 1.474110 -4.398621 -0.04 -0.05 0.04 -0.3588
C 2.587916 0.305237 -4.539610 0.10 0.01 0.02 -0.8486
C 1.370896 0.197810 -3.882512 -0.04 -0.14 0.08 -0.2387
N 0.863844 1.169214 -3.133787 -0.04 0.00 0.05 0.1785
H -3.253598 1.782179 -2.653853 -0.03 -0.08 0.02 0.2070
H -2.562664 2.672017 -4.026831 0.00 0.01 -0.03 0.3974
H -3.434103 3.540181 -2.745292 -0.01 0.01 0.00 0.3395
H -0.578134 3.663012 -3.746049 -0.03 -0.07 0.08 0.2816
H 0.778613 3.117819 -1.199420 0.05 0.04 0.01 -0.3097
H 1.403042 4.337478 -2.335988 -0.02 -0.05 0.03 0.2903
H 3.306461 3.436939 -3.512224 0.01 0.03 0.01 0.3794
H 4.281411 1.583975 -4.867017 0.05 0.02 -0.04 0.4029
H 2.963765 -0.519650 -5.126039 0.00 -0.05 -0.03 0.4262
H 0.774095 -0.702993 -3.939471 -0.02 -0.07 0.02 0.4570
N 2.006882 -0.597685 -0.118038 -0.11 -0.16 -0.26 -0.2532
C 3.060467 -1.002865 -0.383454 -0.18 0.27 0.14 0.2890
C 4.357505 -1.409993 -0.661025 0.00 -0.08 -0.05 0.0088
C 5.359918 -0.439132 -0.841918 0.13 0.23 -0.04 0.0524
N 6.182519 0.359826 -0.989979 0.00 0.03 -0.01 -0.5741
C 4.693488 -2.775598 -0.750149 0.02 -0.18 0.00 0.0858
N 5.001545 -3.885551 -0.826531 0.00 -0.06 -0.01 -0.5423
```
Positions in Å, forces in eV/Å.